{"formula": "IV", "method": "wB97M-V/def2-TZVPD", "de_lowest_ev": 0.000, "s_squared": 2.198, "charge": 2, "spin_multiplicity": 3, "homo_energy_ha": [-0.8072, -0.8812], "lumo_ev": [-14.39, -13.25], "homo_lumo_gap_ev": [7.574, 10.727], "elements": ["V", "I"], "xyz": [[27.062, -9.391, 13.517], [25.829, -8.475, 12.222]], "mulliken_charge": [1.16, 0.84]}

=====

{"formula": "C26H69N5O8", "method": "wB97M-V/def2-TZVPD", "s_squared": 0.751, "charge": -1, "spin_multiplicity": 2, "homo_energy_ha": [0.0316, -0.2322], "lumo_ev": [2.35, 2.33], "homo_lumo_gap_ev": [1.494, 8.647], "elements": ["C", "C", "O", "H", "H", "H", "H", "H", "H", "C", "O", "C", "C", "N", "C", "C", "O", "C", "H", "H", "H", "H", "H", "H", "H", "H", "H", "H", "H", "H", "H", "H", "H", "C", "O", "C", "C", "N", "C", "C", "O", "C", "H", "H", "H", "H", "H", "H", "H", "H", "H", "H", "H", "H", "H", "H", "H", "C", "C", "C", "O", "C", "N", "H", "H", "H", "H", "H", "H", "H", "H", "H", "H", "H", "C", "C", "C", "O", "C", "N", "H", "H", "H", "H", "H", "H", "H", "H", "H", "H", "H", "C", "C", "C", "O", "C", "N", "H", "H", "H", "H", "H", "H", "H", "H", "H", "H", "H"], "xyz": [[-5.143, 12.350, 6.657], [-5.225, 11.793, 5.303], [-4.644, 12.748, 4.453], [-5.902, 13.124, 6.771], [-4.196, 12.811, 6.937], [-5.255, 11.630, 7.467], [-6.261, 11.664, 4.990], [-4.775, 10.802, 5.253], [-3.712, 12.869, 4.645], [-14.942, 15.675, 6.228], [-13.713, 16.462, 6.298], [-13.323, 17.265, 5.116], [-12.726, 16.400, 3.937], [-11.220, 16.274, 4.128], [-10.441, 15.857, 2.978], [-8.985, 16.049, 3.405], [-8.604, 14.934, 4.213], [-7.228, 14.718, 4.390], [-15.941, 16.069, 6.415], [-14.811, 14.981, 7.059], [-14.921, 15.062, 5.327], [-12.714, 18.153, 5.285], [-14.183, 17.782, 4.690], [-12.987, 16.953, 3.035], [-13.084, 15.370, 3.924], [-10.982, 15.741, 4.952], [-10.660, 16.381, 2.047], [-10.600, 14.789, 2.832], [-8.768, 16.991, 3.908], [-8.480, 15.909, 2.449], [-6.653, 14.671, 3.465], [-7.125, 13.794, 4.959], [-6.748, 15.547, 4.910], [-0.034, 14.189, 10.752], [-0.739, 13.200, 9.965], [-0.265, 13.175, 8.634], [-1.072, 12.336, 7.672], [-0.789, 10.910, 7.743], [0.241, 10.532, 6.779], [-0.270, 10.656, 5.333], [-1.623, 10.142, 5.289], [-2.231, 9.618, 4.117], [-0.199, 15.248, 10.553], [1.022, 13.931, 10.826], [-0.561, 14.102, 11.702], [0.795, 12.953, 8.510], [-0.371, 14.230, 8.384], [-0.936, 12.713, 6.658], [-2.148, 12.302, 7.843], [-1.536, 10.254, 7.567], [0.526, 9.518, 7.059], [1.119, 11.144, 6.989], [0.287, 9.897, 4.783], [-0.214, 11.597, 4.785], [-3.301, 9.809, 4.027], [-2.000, 8.556, 4.200], [-1.704, 9.983, 3.236], [-8.616, 8.505, 9.848], [-7.743, 9.477, 9.172], [-7.223, 9.075, 7.739], [-6.270, 8.052, 7.910], [-4.900, 8.316, 7.501], [-8.276, 10.819, 9.230], [-9.240, 8.968, 10.612], [-7.958, 7.860, 10.430], [-9.239, 7.923, 9.168], [-6.849, 9.580, 9.787], [-6.794, 9.946, 7.242], [-8.000, 8.800, 7.025], [-4.423, 7.349, 7.340], [-4.394, 8.807, 8.332], [-4.679, 8.672, 6.494], [-8.648, 11.019, 10.147], [-7.600, 11.562, 9.124], [-6.045, 15.520, 1.116], [-5.312, 15.758, -0.247], [-4.694, 14.393, -0.817], [-3.760, 13.754, 0.098], [-4.285, 12.904, 1.087], [-6.260, 16.389, -1.227], [-5.466, 15.265, 2.003], [-6.804, 14.747, 1.001], [-6.543, 16.465, 1.333], [-4.558, 16.500, 0.016], [-4.214, 14.763, -1.723], [-5.382, 13.597, -1.100], [-3.616, 12.066, 1.282], [-5.191, 12.333, 0.887], [-4.299, 13.377, 2.068], [-6.598, 17.252, -0.824], [-7.121, 15.863, -1.272], [-2.246, 15.604, 5.156], [-3.747, 16.032, 5.391], [-3.929, 16.539, 6.854], [-3.433, 15.607, 7.764], [-3.412, 16.041, 9.086], [-4.144, 16.944, 4.248], [-2.048, 14.762, 5.819], [-1.656, 16.494, 5.376], [-1.964, 15.499, 4.108], [-4.394, 15.159, 5.472], [-5.006, 16.481, 7.013], [-3.664, 17.582, 7.025], [-4.383, 16.254, 9.532], [-2.740, 16.894, 9.173], [-3.037, 15.330, 9.822], [-3.741, 17.848, 4.447], [-3.703, 16.587, 3.412]], "mulliken_charge": [-0.21, 0.15, 0.42, 0.04, -0.01, 0.41, 0.47, -0.72, -0.06, -0.70, -0.34, -0.61, -0.54, -0.24, -0.76, 0.05, -0.31, -0.08, 0.28, 0.26, 0.28, 0.37, 0.35, 0.36, 0.30, 0.22, 0.43, 0.27, 0.30, -0.15, -0.16, 0.02, 0.32, -0.98, -0.16, -1.02, 1.10, -0.39, -0.77, -1.39, 0.39, -1.63, 0.33, 0.30, 0.30, 0.17, 0.19, 0.23, -0.08, 0.20, 0.47, 0.41, 0.61, 0.39, -0.06, 0.47, 0.52, -1.32, 0.63, 0.09, -0.29, -0.85, -0.78, 0.40, 0.31, 0.27, 0.09, -0.43, 0.38, 0.41, 0.33, 0.20, 0.26, 0.23, -1.00, 0.39, -0.89, 0.09, -0.88, -0.72, -0.34, 0.41, 0.40, 0.25, 0.30, 0.37, 0.06, 0.28, 0.05, 0.32, 0.29, -1.89, 2.98, -1.55, 0.34, -1.37, -1.00, -0.42, 0.60, 0.82, -0.93, 0.23, 0.40, 0.35, 0.36, 0.16, 0.38, 0.23]}

=====

{"formula": "C12H18AsS8SbTc", "method": "wB97M-V/def2-TZVPD", "de_lowest_ev": 2.541, "charge": 1, "homo_energy_ha": -0.4193, "lumo_ev": -6.07, "homo_lumo_gap_ev": 5.342, "elements": ["Tc", "C", "C", "C", "C", "C", "C", "C", "C", "C", "C", "C", "C", "H", "H", "H", "H", "H", "H", "H", "H", "H", "H", "H", "H", "H", "H", "H", "H", "H", "H", "S", "Sb", "S", "S", "S", "S", "As", "S", "S", "S"], "xyz": [[-0.282, 1.141, 0.542], [1.913, -1.102, -2.231], [0.814, -0.907, -1.213], [-0.456, -0.504, -1.626], [-0.671, -0.077, -3.047], [-1.543, -0.526, -0.716], [-2.941, -0.203, -1.197], [-1.345, -0.990, 0.604], [-2.516, -1.400, 1.484], [-0.014, -1.170, 1.068], [0.226, -1.574, 2.507], [1.058, -1.146, 0.146], [2.452, -1.458, 0.611], [2.492, -0.178, -2.373], [1.503, -1.386, -3.196], [2.598, -1.885, -1.916], [-1.008, -0.938, -3.649], [0.239, 0.321, -3.487], [-1.437, 0.691, -3.124], [-3.348, -1.043, -1.769], [-2.945, 0.670, -1.844], [-3.610, 0.011, -0.371], [-2.818, -0.615, 2.184], [-2.246, -2.276, 2.070], [-3.383, -1.655, 0.879], [0.350, -2.664, 2.575], [-0.596, -1.273, 3.154], [1.122, -1.115, 2.911], [2.609, -2.544, 0.605], [2.626, -1.111, 1.625], [3.200, -0.999, -0.031], [0.840, 1.105, 4.714], [0.835, 3.232, 4.381], [1.530, 1.983, 1.455], [-1.651, 1.782, 2.083], [-1.211, 3.565, 2.993], [1.733, 5.291, -0.780], [1.607, 3.460, -1.558], [-0.551, 2.664, -0.973], [2.791, 2.001, -0.068], [2.033, 2.822, -3.422]], "mulliken_charge": [0.75, -2.11, 1.39, 1.71, -2.16, 0.92, -2.45, 0.24, -1.62, 0.43, -2.35, 1.58, -2.15, 0.30, 0.49, 0.51, 0.39, 0.46, 0.34, 0.39, 0.38, 0.54, 0.27, 0.47, 0.51, 0.33, 0.48, 0.30, 0.39, 0.35, 0.54, -0.41, 0.70, -0.14, -0.05, -0.22, -0.21, 0.28, -0.19, -0.10, -0.29]}

=====

{"formula": "C21H49CaN3O3SSi2", "method": "wB97M-V/def2-TZVPD", "homo_energy_ha": -0.2996, "lumo_ev": 0.12, "homo_lumo_gap_ev": 8.274, "elements": ["Ca", "N", "C", "C", "N", "C", "C", "N", "H", "H", "H", "H", "H", "H", "H", "H", "H", "H", "H", "H", "H", "C", "Si", "C", "C", "C", "C", "H", "H", "H", "H", "H", "H", "H", "H", "H", "C", "C", "C", "C", "O", "Si", "S", "O", "C", "C", "C", "C", "O", "C", "C", "C", "C", "H", "H", "H", "H", "H", "H", "H", "H", "H", "H", "H", "H", "H", "H", "H", "H", "H", "H", "H", "H", "H", "H", "H", "H", "H", "H", "H"], "xyz": [[0.149, -0.356, 0.481], [-0.410, 2.319, 0.196], [-1.193, 2.593, -1.015], [-2.113, 1.415, -1.317], [-1.378, 0.148, -1.323], [-0.702, -0.213, -2.587], [0.752, 0.246, -2.681], [1.537, -0.272, -1.536], [-0.984, 2.384, 1.031], [0.338, 2.990, 0.315], [-0.500, 2.741, -1.844], [-1.800, 3.499, -0.947], [-2.632, 1.590, -2.264], [-2.870, 1.357, -0.533], [-2.004, -0.623, -1.095], [-1.255, 0.163, -3.454], [-0.700, -1.303, -2.632], [0.827, 1.332, -2.689], [1.136, -0.114, -3.638], [2.523, -0.121, -1.696], [1.393, -1.288, -1.477], [0.751, 1.703, 6.465], [0.194, 0.062, 5.762], [1.363, -1.288, 6.317], [-1.521, -0.329, 6.396], [0.190, 0.139, 3.940], [0.215, 0.132, 2.709], [0.780, 1.673, 7.559], [0.073, 2.506, 6.164], [1.752, 1.957, 6.105], [1.403, -1.349, 7.409], [2.375, -1.106, 5.946], [1.033, -2.256, 5.932], [-1.526, -0.371, 7.489], [-1.858, -1.298, 6.016], [-2.246, 0.427, 6.081], [2.883, -4.750, 0.471], [2.034, -5.799, 1.184], [2.300, -5.758, 2.682], [2.321, -7.190, 0.628], [0.635, -5.520, 1.030], [-0.236, -4.914, -0.214], [-0.176, -2.852, -0.445], [0.350, -5.720, -1.532], [0.147, -5.586, -2.939], [-1.279, -5.140, -3.254], [1.163, -4.593, -3.496], [0.399, -6.973, -3.522], [-1.804, -5.293, 0.073], [-2.408, -6.478, 0.613], [-3.868, -6.421, 0.186], [-2.304, -6.450, 2.135], [-1.742, -7.733, 0.052], [3.943, -4.939, 0.655], [2.630, -3.753, 0.835], [2.702, -4.782, -0.607], [3.342, -6.006, 2.893], [1.656, -6.477, 3.192], [2.084, -4.762, 3.073], [3.380, -7.434, 0.738], [2.051, -7.231, -0.428], [1.733, -7.937, 1.169], [-1.483, -4.158, -2.819], [-1.996, -5.849, -2.837], [-1.422, -5.088, -4.336], [1.061, -3.635, -2.981], [1.004, -4.446, -4.567], [2.177, -4.968, -3.340], [-0.298, -7.692, -3.089], [1.416, -7.296, -3.291], [0.270, -6.962, -4.607], [-4.331, -5.512, 0.572], [-4.414, -7.287, 0.566], [-3.939, -6.409, -0.904], [-2.793, -5.555, 2.524], [-1.256, -6.429, 2.438], [-2.785, -7.331, 2.565], [-1.812, -7.747, -1.038], [-2.231, -8.627, 0.446], [-0.685, -7.762, 0.328]], "mulliken_charge": [2.06, -0.43, -0.61, -0.83, -0.08, -0.04, -0.50, -0.61, 0.22, 0.18, 0.26, 0.40, 0.37, 0.38, 0.36, 0.35, -0.14, 0.29, 0.47, 0.23, 0.26, -0.93, -0.08, -0.89, -0.91, -1.17, 0.11, 0.28, 0.29, 0.29, 0.28, 0.29, 0.26, 0.27, 0.28, 0.29, -1.33, 1.82, -1.86, -1.50, 0.13, -2.10, -0.09, 0.81, 1.76, -1.26, -1.29, -1.79, -0.40, 1.78, -1.80, -1.48, -1.21, 0.52, 0.29, 0.11, 0.42, 0.35, 0.44, 0.51, 0.07, 0.32, 0.12, 0.19, 0.56, -0.05, 0.49, 0.33, 0.33, 0.34, 0.43, 0.36, 0.41, 0.36, 0.35, 0.08, 0.46, 0.18, 0.56, 0.06]}

=====

{"formula": "C5H12BrIOSi", "method": "wB97M-V/def2-TZVPD", "de_lowest_ev": 0.000, "homo_energy_ha": -0.3431, "lumo_ev": -0.41, "smiles": "CCCC[Si@@](Br)(I)OC", "homo_lumo_gap_ev": 8.927, "elements": ["C", "C", "C", "C", "Si", "Br", "I", "O", "C", "H", "H", "H", "H", "H", "H", "H", "H", "H", "H", "H", "H"], "xyz": [[2.947, 0.537, 0.780], [1.710, 0.141, 1.491], [0.536, 0.170, 0.453], [-0.805, -0.414, 1.073], [-2.338, -0.433, -0.025], [-3.697, -2.102, 0.416], [-3.336, 2.229, -0.433], [-2.220, -0.937, -1.544], [-1.485, -0.252, -2.588], [3.861, 0.934, 1.262], [3.334, -0.433, 0.276], [2.773, 1.170, -0.158], [1.492, 0.848, 2.304], [1.849, -0.788, 2.069], [0.184, 1.151, -0.046], [0.722, -0.383, -0.471], [-0.926, 0.232, 2.023], [-0.752, -1.419, 1.519], [-0.450, -0.514, -2.544], [-1.451, 0.796, -2.381], [-1.947, -0.529, -3.475]], "mulliken_charge": [-1.12, -0.47, -0.52, -0.75, 0.46, -0.26, -0.25, -0.19, -0.67, 0.34, 0.25, 0.26, 0.36, 0.34, 0.31, 0.30, 0.34, 0.42, 0.26, 0.30, 0.27]}

=====

{"formula": "CH4Cl2S", "method": "wB97M-V/def2-TZVPD", "de_lowest_ev": 1.565, "homo_energy_ha": -0.3279, "lumo_ev": -1.33, "smiles": "ClCl.CS", "homo_lumo_gap_ev": 7.596, "elements": ["Cl", "Cl", "C", "S", "H", "H", "H", "H"], "xyz": [[2.070, 0.794, 1.035], [1.683, -1.116, 0.603], [-0.842, 0.013, 0.167], [-0.765, -0.078, -1.642], [-0.133, -0.671, 0.635], [-0.672, 1.030, 0.526], [-1.852, -0.289, 0.451], [0.510, 0.317, -1.775]], "mulliken_charge": [0.00, -0.08, -0.69, -0.16, 0.23, 0.31, 0.30, 0.10]}

=====

{"formula": "C8H10NO3", "method": "wB97M-V/def2-TZVPD", "de_lowest_ev": 2.619, "charge": -1, "homo_energy_ha": -0.0890, "lumo_ev": 3.67, "homo_lumo_gap_ev": 6.094, "elements": ["C", "C", "C", "C", "C", "C", "C", "C", "N", "O", "O", "O", "H", "H", "H", "H", "H", "H", "H", "H", "H", "H"], "xyz": [[1.189, 2.724, -0.884], [2.570, 0.876, -0.167], [-0.059, -0.291, 1.981], [-1.128, -1.062, 1.185], [0.336, 0.489, 0.755], [-0.634, -0.427, -0.183], [-1.695, 0.372, -0.894], [-0.043, -1.528, -1.072], [2.171, 2.026, -0.869], [0.431, 3.617, -1.033], [3.715, 0.568, -0.185], [1.709, 0.163, 0.486], [-0.561, 0.326, 2.612], [0.648, -0.923, 2.493], [-1.013, -2.182, 1.130], [-2.084, -0.964, 1.668], [-1.654, 1.367, -0.408], [-2.755, 0.031, -0.922], [-1.322, 0.329, -1.979], [0.573, -2.219, -0.436], [0.494, -1.126, -1.794], [-0.888, -2.165, -1.482]], "mulliken_charge": [0.70, 0.56, -0.40, -1.31, -1.17, 2.15, -1.50, -2.08, -0.34, -0.46, -0.62, -0.13, 0.33, 0.29, 0.26, 0.34, 0.39, 0.27, 0.29, 0.40, 0.62, 0.39]}

=====

{"formula": "C4H4O", "method": "wB97M-V/def2-TZVPD", "de_lowest_ev": 1.823, "homo_energy_ha": -0.3186, "lumo_ev": -0.43, "smiles": "CC=C=C=O", "homo_lumo_gap_ev": 8.243, "elements": ["C", "C", "C", "C", "O", "H", "H", "H", "H"], "xyz": [[0.836, 1.088, -0.300], [-0.115, 0.316, 0.594], [-0.870, -0.647, 0.118], [-1.323, -1.813, -0.099], [-1.706, -2.901, -0.328], [1.044, 0.440, -1.162], [1.777, 1.299, 0.212], [0.468, 2.039, -0.708], [-0.111, 0.179, 1.674]], "mulliken_charge": [-0.91, -0.08, -0.48, 0.70, -0.46, 0.31, 0.29, 0.29, 0.34]}